[1]
Here is a structure of composition C21H31Cl5HgP2 at a distorted geometry from the Open Molecules 2025 dataset. Energies are from ωB97M-V with the def2-TZVPD basis set.

XYZ file:
```
60
Properties=species:S:1:pos:R:3:forces:R:3
P 1.0406 -0.1959 -1.6583 -1.3 -1.5 -3.7
P 1.4535 2.4437 -0.6238 0.7 4.0 -2.2
C 1.1948 1.1861 -2.9667 -0.1 -0.2 0.9
C 2.0438 2.3081 -2.3989 -0.1 -0.4 0.1
H 0.1686 1.5495 -3.1467 0.4 -0.2 0.1
H 1.5568 0.7248 -3.8834 0.1 0.1 -0.1
H 3.1272 2.0554 -2.3795 -0.6 0.1 0.1
H 1.9483 3.2462 -2.9699 -0.1 -0.2 0.4
C -0.3112 2.9277 -0.7140 -0.5 -0.3 0.4
H -0.4796 3.5319 0.1856 0.1 0.0 -0.1
H -1.0675 2.1191 -0.6453 0.7 0.1 -0.1
H -0.5488 3.5312 -1.5966 0.3 0.0 0.1
C 2.3321 4.0003 -0.3445 -0.6 0.3 0.4
H 2.0205 4.6654 -1.1553 0.1 0.2 0.3
H 3.3975 3.8032 -0.4366 0.1 0.1 0.2
H 2.0811 4.4198 0.6327 0.3 0.0 -0.1
C -0.3483 -0.9555 -2.5819 -0.5 -0.6 -0.1
H -0.5041 -2.0101 -2.2983 0.1 0.5 -0.1
H -0.0953 -0.9102 -3.6552 -0.1 0.0 0.3
H -1.2920 -0.4314 -2.4116 0.2 0.0 0.0
C 2.3017 -1.3636 -2.3100 0.3 -0.5 0.0
H 3.1939 -1.4649 -1.6789 -0.2 0.1 -0.2
H 2.5922 -1.0268 -3.3194 0.0 -0.4 0.4
H 1.8161 -2.3637 -2.3714 0.4 0.6 0.0
Hg 1.9507 0.5416 0.4730 0.3 -1.2 4.5
C -2.5909 -1.6303 -0.2585 -0.4 0.6 -0.2
C -3.3676 -1.8969 -1.3157 0.5 0.4 1.0
C -3.5493 -3.2271 -1.8996 -0.8 -1.7 -0.6
C -2.7776 -4.4144 -1.2647 -0.7 0.2 -0.1
C -1.3048 -4.3254 -1.5323 1.0 -0.1 0.4
C -0.3560 -3.8695 -0.6835 -1.2 -0.7 0.0
C -0.6387 -3.1034 0.5836 -0.5 0.0 0.3
C -2.0845 -2.5607 0.8063 0.4 -0.3 0.6
C 2.4314 -0.5039 2.2685 0.6 -0.8 -0.1
H -2.2670 -0.5970 -0.1368 -0.4 0.1 0.3
H -3.8590 -1.0884 -1.8622 0.5 0.0 0.0
H -3.1727 -3.1500 -2.9356 -0.2 0.0 0.1
H -4.6150 -3.5169 -2.0099 0.4 0.3 0.1
H -2.9932 -4.5312 -0.1940 0.1 0.0 -0.7
H -3.1649 -5.3517 -1.7133 0.3 0.5 0.0
H -1.0167 -4.7050 -2.5208 0.2 -0.3 0.5
H 0.6681 -4.2355 -0.7612 0.1 0.7 -0.6
H 0.1000 -2.2777 0.6912 -0.4 -0.4 -0.1
H -0.4794 -3.7787 1.4204 0.4 -0.1 0.3
H -2.7967 -3.3851 1.0010 0.6 0.6 -0.2
H -2.0622 -2.0412 1.7867 0.1 0.1 -0.6
H 3.2758 -1.1670 2.0222 -0.2 0.1 0.5
H 1.6034 -1.1142 2.6574 0.0 0.1 -0.6
H 2.6763 0.1586 3.1030 0.2 0.2 -0.6
Cl -1.6294 1.2298 2.3524 -0.8 -0.6 -0.6
C -0.5501 2.1763 3.2896 0.9 1.8 2.2
C 0.7820 2.1946 3.0164 0.7 -0.8 -2.3
C 1.6991 2.9099 3.7203 -2.3 0.9 1.9
Cl 3.3474 2.9983 3.2310 0.8 0.0 -0.2
C 1.2605 3.6505 4.8672 -0.3 -0.8 -1.1
Cl 2.4033 4.4594 5.8461 0.2 0.4 0.4
C -0.1206 3.6932 5.1704 0.5 -0.5 -1.0
Cl -0.6878 4.6682 6.4712 0.0 -0.1 0.0
C -1.0326 2.9670 4.3657 1.0 -0.4 -0.5
Cl -2.7030 3.0334 4.6725 -0.8 0.2 0.4
```
Positions in Å, forces in eV/Å.

Calculated values
- HOMO level: -6.645 eV
- Total energy: -3955.6769 Ha
- Energy above the lowest of the compared OMol25 structures with the same formula, charge and spin: 0.00 kJ/mol
- Kohn-Sham gap: 6.340 eV
- Total charge: 0
- 2S+1: 1



[2]
Here is a cluster of 4 separate species, C27H63BINO14P4 in total at a distorted geometry from the Open Molecules 2025 dataset. Energies are from ωB97M-V with the def2-TZVPD basis set.

XYZ file:
```
111
Properties=species:S:1:pos:R:3:forces:R:3
C -2.3302 -2.8824 -1.7583 0.2 -0.1 0.0
C -3.3152 -2.9021 -2.6529 -0.1 0.3 -0.2
C -3.5674 -4.0176 -3.6230 0.9 0.4 -0.4
B -4.3464 -5.1995 -2.9541 0.2 0.1 -0.1
C -5.2838 -5.0625 -1.7153 -0.2 -0.4 0.0
C -6.4686 -6.0352 -1.6145 -0.2 0.3 0.2
C -7.6581 -5.6281 -2.4784 -0.4 0.0 0.3
C -8.3690 -4.3596 -1.9809 -0.1 0.2 -0.9
N -8.0258 -3.1824 -2.8304 0.5 -0.1 0.6
C -8.0054 -1.9641 -2.0450 -0.6 0.3 0.3
C -6.7042 -1.2058 -2.0791 -0.6 -0.2 -0.6
O -8.9576 -1.6122 -1.3799 0.6 -0.2 -0.4
P -4.1051 -6.9961 -3.7194 -0.7 -0.4 -0.1
O -3.9409 -6.5957 -5.3199 0.1 0.3 0.2
I -1.8227 -7.4036 -2.9521 0.1 0.2 0.1
H -1.3705 -3.3542 -1.9438 -0.3 -0.9 0.3
H -2.4489 -2.3836 -0.8080 0.3 0.8 -0.4
H -3.9699 -2.0378 -2.7102 -0.7 -0.4 0.7
H -4.0686 -3.6562 -4.5269 -0.2 -0.2 0.0
H -2.6037 -4.4142 -3.9690 0.0 -0.1 -0.1
H -4.6340 -5.2454 -0.8467 0.2 0.1 0.0
H -5.6507 -4.0415 -1.5930 0.2 0.1 0.0
H -6.8217 -6.0282 -0.5795 0.0 -0.1 0.1
H -6.1926 -7.0681 -1.8228 0.2 0.0 -0.1
H -7.3882 -5.4658 -3.5237 0.1 -0.1 0.0
H -8.3944 -6.4335 -2.4478 0.1 -0.1 -0.1
H -9.4473 -4.5060 -2.0385 -0.1 -0.1 0.3
H -8.1132 -4.1341 -0.9475 0.0 0.0 0.1
H -8.7335 -3.0966 -3.5499 0.0 0.1 0.0
H -6.0545 -1.5742 -1.2874 0.1 0.1 0.0
H -6.2333 -1.3811 -3.0429 0.2 -0.1 0.0
H -6.8916 -0.1433 -1.9669 0.1 0.0 0.3
H -4.5232 -7.1734 -5.8186 0.1 -0.2 -0.2
C 2.5554 2.1438 -4.1961 -0.1 0.0 0.1
C 2.7951 0.6471 -4.2573 0.0 0.0 -0.2
O 2.9688 0.0604 -2.9651 -0.5 0.5 -0.1
P 1.7093 -0.0416 -1.9436 5.6 -4.3 1.7
O 0.8497 -1.1102 -2.5072 -2.5 2.6 -0.6
O 2.3752 -0.9143 -0.7190 -0.1 0.5 0.2
C 1.8992 -2.1981 -0.3279 0.1 -0.2 0.0
C 2.6440 -3.3078 -1.0405 0.1 0.0 -0.1
O 1.9540 1.3223 -1.1703 -2.0 0.9 -1.3
C 2.8401 1.5654 -0.0583 0.1 0.3 0.6
C 4.3003 1.3477 -0.3615 0.1 -0.2 -0.2
H 1.5998 2.3752 -3.7194 0.0 0.0 0.0
H 2.5398 2.5642 -5.2021 0.0 0.0 0.0
H 3.3359 2.6364 -3.6160 0.0 0.0 0.0
H 1.9740 0.1455 -4.7777 0.0 0.0 0.0
H 3.7116 0.4358 -4.8067 0.0 -0.1 0.1
H 0.8241 -2.2800 -0.4879 0.0 0.1 -0.1
H 2.0709 -2.2667 0.7492 0.0 0.1 0.0
H 2.6386 -3.1487 -2.1185 -0.1 0.0 0.0
H 2.1874 -4.2756 -0.8276 0.0 0.0 0.0
H 3.6854 -3.3370 -0.7161 0.0 0.0 0.0
H 2.5167 0.9926 0.8087 -0.1 -0.2 -0.2
H 2.6780 2.6154 0.1902 -0.1 0.0 -0.2
H 4.5239 0.3066 -0.5814 -0.1 0.0 0.0
H 4.8896 1.6412 0.5101 0.0 0.1 0.0
H 4.6121 1.9405 -1.2223 0.0 0.1 0.1
C 7.8731 5.7668 0.9343 -0.1 0.0 0.1
C 8.5254 4.4016 1.0671 0.0 -0.1 -0.2
O 8.5986 3.9311 2.4120 -0.4 0.4 0.4
P 7.2289 3.4923 3.2002 5.4 -1.6 0.0
O 6.7901 2.3194 2.4139 -2.7 1.3 0.1
O 7.8707 2.9122 4.5482 -0.5 0.5 0.3
C 7.7236 1.5411 4.9354 0.1 -0.4 0.1
C 8.8859 0.7088 4.4407 0.2 0.1 -0.1
O 6.7994 4.9131 3.7096 -1.8 -0.3 -0.6
C 7.3371 5.5914 4.8672 -0.1 0.4 0.4
C 8.8129 5.8946 4.7801 0.1 -0.2 -0.1
H 6.8160 5.7335 1.2020 0.0 0.0 0.0
H 7.9485 6.1187 -0.0952 0.0 0.0 0.0
H 8.3525 6.4915 1.5930 0.0 0.0 -0.1
H 7.9966 3.6643 0.4557 0.0 0.0 0.0
H 9.5553 4.4470 0.7138 0.0 0.0 0.1
H 6.7725 1.1409 4.5881 0.0 0.1 -0.2
H 7.6964 1.5376 6.0260 0.0 0.1 0.0
H 9.0395 0.8531 3.3718 -0.1 0.0 0.0
H 8.7040 -0.3499 4.6286 0.0 0.0 0.0
H 9.8068 0.9981 4.9489 0.0 0.0 0.0
H 7.0912 5.0333 5.7686 0.1 -0.2 -0.1
H 6.7765 6.5244 4.9150 -0.1 0.0 -0.2
H 9.4154 4.9894 4.7653 0.0 0.0 0.0
H 9.0977 6.4785 5.6567 -0.1 0.1 0.0
H 9.0457 6.4635 3.8812 0.0 0.1 0.0
C -0.8884 1.1087 -0.0334 -0.3 0.0 -0.1
C -1.6439 0.0412 0.7295 0.2 -0.2 -0.1
O -2.7504 0.5488 1.4964 0.2 0.3 -0.4
P -4.0342 1.0895 0.7169 -1.1 -0.8 3.2
O -4.6505 0.0725 -0.1335 0.6 0.6 -1.4
O -4.9956 1.3585 1.9734 0.1 0.3 -0.1
C -6.2264 0.6507 2.1484 -0.3 -0.2 0.1
C -6.0326 -0.5835 3.0022 0.2 0.0 0.1
O -3.6976 2.5645 0.3220 0.1 -0.1 -1.2
C -3.8218 3.7191 1.1740 0.1 0.5 0.0
C -2.9349 3.6777 2.3950 0.0 -0.2 0.1
H -1.5044 1.5519 -0.8180 0.0 0.0 0.0
H -0.0168 0.6554 -0.5082 -0.4 0.1 0.4
H -0.5594 1.9174 0.6200 0.1 -0.1 0.0
H -2.0114 -0.7210 0.0437 0.0 0.1 0.0
H -0.9812 -0.4438 1.4453 -0.1 0.0 0.1
H -6.6679 0.4005 1.1846 0.2 0.0 -0.1
H -6.9055 1.3466 2.6436 0.1 0.1 0.0
H -5.2201 -1.1994 2.6156 -0.1 0.0 -0.1
H -6.9450 -1.1805 3.0223 0.0 0.0 0.0
H -5.7769 -0.3057 4.0257 0.0 0.0 0.0
H -4.8671 3.8742 1.4344 -0.1 -0.3 0.1
H -3.5296 4.5568 0.5417 0.0 -0.1 -0.1
H -3.2150 2.8737 3.0728 -0.1 0.0 0.0
H -3.0314 4.6222 2.9319 0.0 0.0 0.0
H -1.8912 3.5322 2.1160 0.0 0.1 0.0
```
Positions in Å, forces in eV/Å.

Calculated values
- HOMO level: -8.081 eV
- Structure (SMILES): C=CCB(CCCCNC(C)=O)P(O)I.CCOP(=O)(OCC)OCC.CCOP(=O)(OCC)OCC.CCOP(=O)(OCC)OCC
- Total energy: -3862.8341 Ha
- Kohn-Sham gap: 8.091 eV
- Total charge: 0
- 2S+1: 1



[3]
Here is a structure of composition C30H54Br3NO5PS at a distorted geometry from the Open Molecules 2025 dataset. Energies are from ωB97M-V with the def2-TZVPD basis set.

XYZ file:
```
95
Properties=species:S:1:pos:R:3:forces:R:3
C 0.8790 6.5312 1.1054 0.0 -0.6 -0.1
C 0.0597 5.2504 1.3111 0.5 0.2 -0.1
S 1.0190 3.7992 0.7671 -0.1 0.1 -0.1
C -0.0959 2.9927 -0.4354 0.2 -0.2 0.7
C -0.3310 1.5003 -0.2140 -1.0 -1.2 -1.3
C -1.1376 1.1653 1.0391 0.6 0.8 1.1
C -0.4543 1.2122 2.4307 -0.5 -0.5 0.0
C -0.3833 -0.2034 3.0030 0.1 0.6 0.3
N 0.4634 -0.2951 4.2192 -0.4 -0.5 -0.4
O -1.2515 1.1985 -1.2802 0.2 0.2 0.4
P -0.8987 -0.1739 -2.2753 0.0 -0.8 -1.1
C -0.2083 0.9460 -3.6701 0.3 -0.2 -0.3
C 1.0186 0.3654 -4.3835 0.3 0.4 -0.2
C 2.1045 1.4333 -4.6096 -0.7 -0.4 -0.2
C 3.4717 0.9209 -4.9109 -0.5 -0.1 -0.2
O 4.4737 1.5548 -4.7937 1.2 0.7 0.4
O 3.5153 -0.3498 -5.3724 -0.4 -0.6 0.4
C -1.5043 -1.4522 -0.9592 -0.7 0.2 -0.1
C -2.9765 -1.4982 -0.6119 -0.3 -0.3 0.2
C -3.5001 -2.6646 -0.0210 -0.4 0.3 0.0
C -4.8404 -2.7689 0.3541 0.4 0.4 -0.2
C -5.7121 -1.6941 0.1543 0.8 0.0 -0.1
C -5.2112 -0.5222 -0.4212 0.0 -0.3 -0.1
C -6.0975 0.6812 -0.6112 0.4 0.0 0.7
C -3.8628 -0.4345 -0.8017 -0.4 -0.4 0.3
O 0.7027 -0.2997 -1.5473 -0.5 -0.1 0.6
C 0.9476 0.6817 -0.5920 0.8 1.0 -0.3
C 1.8704 0.1636 0.4928 0.4 -0.4 -0.4
C 3.2674 -0.1050 -0.1083 0.0 0.0 1.2
C 3.9408 -1.3171 0.5518 -0.1 0.0 -0.6
C 3.8045 -2.5530 -0.3424 0.3 0.4 0.8
C 4.3133 -3.8169 0.3608 -0.9 0.5 -0.4
C 3.2546 -4.3608 1.3537 0.7 -0.1 -0.2
C 3.6995 -4.3051 2.8262 -0.8 0.2 -0.2
C 2.7648 -3.4718 3.6944 0.1 -0.3 -0.2
O 3.4792 -3.0387 4.8271 0.2 0.1 0.3
C 2.8315 -1.9684 5.4793 -0.3 -0.3 -0.3
H 1.9299 6.2779 1.2076 0.2 0.1 0.2
H 0.6298 7.2897 1.8416 -0.1 0.2 -0.1
H 0.7626 6.8990 0.0916 -0.1 0.2 -0.1
H -0.8553 5.2674 0.7335 -0.2 0.0 0.0
H -0.1806 5.1507 2.3651 -0.1 -0.2 0.1
H 0.3376 3.1116 -1.4186 0.0 0.1 -0.2
H -1.0764 3.4539 -0.4075 -0.1 0.3 0.0
H -1.6132 0.1990 0.9376 0.0 -0.1 -0.3
H -1.9461 1.8956 1.0481 -0.2 0.0 -0.1
H -1.0918 1.7783 3.1103 0.1 0.3 0.1
H 0.5171 1.6846 2.4290 0.1 0.0 0.0
H -0.0091 -0.8691 2.2319 0.1 -0.2 0.0
H -1.4102 -0.4900 3.2304 -0.1 -0.3 -0.1
H -0.1536 -0.3411 5.0219 0.0 0.2 0.1
H 0.8994 -1.2113 4.2129 -0.1 0.2 -0.1
H -0.6072 -1.2986 -3.1594 0.3 0.1 0.2
H -2.2045 -0.1092 -2.8871 -0.1 0.2 0.4
H 0.0335 1.9580 -3.3409 -0.1 0.1 0.3
H -1.0057 1.0633 -4.4043 -0.3 0.0 0.0
H 0.7630 -0.0086 -5.3724 -0.1 -0.3 -0.1
H 1.4559 -0.4684 -3.8426 -0.1 -0.1 0.3
H 2.1789 2.1035 -3.7586 0.2 0.1 0.2
H 1.7988 2.0509 -5.4546 0.1 0.2 -0.1
H 4.3603 -0.7138 -5.0813 0.3 0.1 -0.4
H -1.2394 -2.4291 -1.3584 0.2 -0.2 -0.1
H -0.9690 -1.3622 -0.0136 0.2 0.1 0.0
H -2.8305 -3.4955 0.1570 0.0 -0.1 0.0
H -5.1928 -3.6888 0.7978 -0.1 -0.1 0.1
H -6.7445 -1.7755 0.4606 -0.2 0.1 0.0
H -5.7721 1.2821 -1.4527 -0.2 -0.1 -0.2
H -7.1506 0.4212 -0.6647 -0.1 0.0 -0.3
H -5.9838 1.3133 0.2732 -0.1 0.2 0.0
H -3.5053 0.4836 -1.2398 0.1 0.1 0.0
H 1.5738 1.4342 -1.1083 0.0 0.2 0.1
H 1.5073 -0.7742 0.9160 -0.3 0.0 0.0
H 2.0007 0.8745 1.3043 -0.2 0.1 0.1
H 3.8836 0.7638 0.1165 0.0 0.2 -0.3
H 3.1955 -0.2352 -1.1819 0.0 -0.1 -0.2
H 4.9934 -1.1114 0.7453 0.2 -0.1 0.0
H 3.4869 -1.5065 1.5241 -0.1 0.0 0.2
H 4.3664 -2.3371 -1.2480 0.0 -0.2 -0.3
H 2.7475 -2.6308 -0.5887 -0.1 -0.2 -0.3
H 4.5279 -4.5555 -0.4066 0.2 -0.2 0.1
H 5.2226 -3.5432 0.8880 0.3 -0.2 0.0
H 3.0489 -5.3843 1.0558 -0.2 -0.2 0.1
H 2.3342 -3.8010 1.2070 -0.2 0.1 0.1
H 3.7225 -5.3114 3.2337 0.4 -0.1 0.2
H 4.6697 -3.8298 2.9047 0.3 -0.1 0.1
H 1.9026 -4.0771 3.9968 -0.2 0.0 0.1
H 2.3727 -2.6220 3.1265 0.1 0.2 -0.1
H 1.8166 -2.2632 5.7697 -0.1 0.0 0.2
H 2.7289 -1.1162 4.8058 0.3 0.2 0.1
H 3.3799 -1.7024 6.3732 0.2 0.0 0.1
C -8.2467 3.1322 -3.2238 0.1 0.0 0.0
Br -6.4435 2.7718 -3.7720 0.0 0.1 -0.1
Br -9.3821 1.5956 -3.4617 0.0 0.0 0.0
Br -8.3211 3.7903 -1.4160 0.0 0.0 0.0
H -8.6295 3.9131 -3.8629 0.0 0.0 0.0
```
Positions in Å, forces in eV/Å.

Calculated values
- HOMO level: -4.661 eV
- Total energy: -10068.0224 Ha
- Kohn-Sham gap: 6.251 eV
- Total charge: -1
- 2S+1: 1